[1]
{
  "formula": "C4H2NOS2",
  "method": "the ωB97M-V functional and the def2-TZVPD basis",
  "relative_energy_kcal_mol": 104.8,
  "orbital_gap_ev": [5.847, 5.961],
  "charge": -1,
  "elements": ["S", "S", "O", "N", "C", "C", "C", "C", "H", "H"],
  "positions_angstrom": [[-2.8971, 0.6563, 0.2629], [-1.8834, -2.3405, -0.4839], [0.6221, 2.3485, -0.5355], [1.8068, -0.5845, 0.2099], [-1.4433, 1.1598, -0.2161], [-0.4930, -1.5614, 0.0026], [0.5048, -0.8213, -0.1359], [-0.3442, 1.7351, -0.2130], [1.8454, -0.8232, 1.2161], [2.2820, 0.2313, -0.1071]]
}

[2]
{
  "formula": "C4H14O2S",
  "method": "the ωB97M-V functional and the def2-TZVPD basis",
  "relative_energy_kcal_mol": 28.9,
  "orbital_gap_ev": 9.420,
  "smiles": "CCCCS.O.O",
  "charge": 0,
  "elements": ["S", "O", "O", "C", "C", "C", "C", "H", "H", "H", "H", "H", "H", "H", "H", "H", "H", "H", "H", "H", "H"],
  "positions_angstrom": [[0.6024, -3.7744, -0.7006], [-0.0747, 3.7027, -2.6331], [-2.0907, 5.9502, -1.2903], [0.3852, -1.7657, 1.4067], [0.3441, -0.1631, 3.2943], [0.0337, -0.2970, 1.7304], [0.5734, -2.0196, -0.0853], [-0.4142, -0.7977, 3.8226], [-0.2266, -2.5425, 1.8946], [-1.9801, 6.8728, -1.0523], [0.4507, -3.3939, -1.9783], [-1.8463, 5.8195, -2.2099], [1.3331, -0.5585, 3.6586], [-0.1765, -1.5328, -0.7300], [1.3701, -1.8610, 1.9180], [-0.6487, 3.4950, -3.3826], [0.6386, 4.1707, -3.0822], [0.0517, 0.8260, 3.6402], [1.5958, -1.6784, -0.2455], [0.4536, 0.5826, 1.2555], [-1.0788, -0.1936, 1.6209]]
}

[3]
{
  "formula": "C44H51NP2PdSi",
  "method": "the ωB97M-V functional and the def2-TZVPD basis",
  "relative_energy_kcal_mol": 0.0,
  "s_squared": 2.04,
  "orbital_gap_ev": [4.557, 5.635],
  "spin_multiplicity": 3,
  "charge": 0,
  "elements": ["Pd", "P", "P", "Si", "N", "C", "C", "C", "C", "C", "C", "C", "C", "C", "C", "C", "C", "C", "C", "C", "C", "C", "C", "C", "C", "C", "C", "C", "C", "C", "C", "C", "C", "C", "C", "C", "C", "C", "C", "C", "C", "C", "C", "C", "C", "C", "C", "C", "C", "H", "H", "H", "H", "H", "H", "H", "H", "H", "H", "H", "H", "H", "H", "H", "H", "H", "H", "H", "H", "H", "H", "H", "H", "H", "H", "H", "H", "H", "H", "H", "H", "H", "H", "H", "H", "H", "H", "H", "H", "H", "H", "H", "H", "H", "H", "H", "H", "H", "H", "H"],
  "positions_angstrom": [[0.2529, -0.3814, 0.1281], [0.2319, -2.2716, -1.0963], [1.8354, -1.1482, 1.5060], [-1.2770, 2.0114, 1.8571], [0.0360, 1.7238, 0.7158], [2.2470, 3.4008, -1.7276], [2.6338, -6.1798, -0.1813], [5.5365, 1.5368, 2.0461], [1.7740, -0.9926, -4.6395], [1.4840, -6.6625, 0.3063], [-2.5175, -2.7636, -0.7627], [-0.0189, -2.3514, 3.2287], [-2.1592, -5.5480, -0.6943], [-1.1872, 0.1770, -1.2878], [4.5420, -5.4992, 1.5043], [-2.5420, 3.2129, 1.1722], [1.3396, -7.4157, 1.5877], [0.0517, -2.6060, -5.2001], [3.1318, 1.2921, 1.9855], [1.0164, -1.6743, -5.5982], [3.9751, -6.4712, 0.4306], [0.5812, 4.0816, 0.4212], [-1.2303, -3.3161, -0.8785], [-3.4431, -4.9941, -0.5838], [1.6577, -3.1086, -0.4275], [-0.6145, -2.5668, 4.4727], [3.5645, -4.8958, 2.4789], [-0.0617, -2.0013, 5.6267], [1.5547, 2.4004, -1.0567], [4.2570, 2.1069, 2.0901], [2.2608, -6.9963, 2.7473], [1.0963, -1.2221, 5.5384], [1.6842, -0.9713, 4.3007], [-2.2119, 0.4451, 2.2427], [5.6881, 0.1620, 1.8311], [-3.6189, -3.6087, -0.6257], [-0.1910, -2.8352, -3.8440], [2.3237, -2.6479, 0.6620], [2.4789, -5.5206, 2.9496], [1.2746, 5.0671, -0.2680], [2.1083, 4.7391, -1.3475], [1.5651, -1.2420, -3.2824], [3.2853, -0.0885, 1.7378], [0.5587, -2.1367, -2.8781], [4.5699, -0.6457, 1.6343], [-0.5021, 2.6276, 3.4359], [0.6998, 2.7026, 0.0361], [-1.0585, -4.7041, -0.8416], [1.1335, -1.5455, 3.1371], [1.8314, -7.4179, 3.6732], [-4.6148, -3.1684, -0.5491], [-2.1320, 4.2090, 0.9632], [5.3281, -6.0744, 2.0331], [0.1675, 1.8625, 3.8572], [5.0704, -4.6768, 0.9976], [4.1249, 3.1838, 2.2094], [3.8471, -3.9079, 2.8621], [2.8917, 3.1279, -2.5582], [-2.0902, 0.4291, -0.7191], [1.9606, -3.9896, -0.9871], [-0.5405, -2.1624, 6.5900], [6.4156, 2.1671, 2.1620], [6.6806, -0.2911, 1.7997], [0.5819, -6.7065, -0.3009], [-1.3765, -0.5391, -2.0925], [3.2312, -7.4970, 2.6152], [-4.3060, -5.6494, -0.4533], [2.5633, -0.3307, 4.2278], [-2.6529, -1.6857, -0.8004], [-1.6398, -0.2083, 2.9168], [1.5420, -0.7954, 6.4386], [1.7642, -5.0127, 3.6094], [3.9881, -7.4924, 0.8457], [2.5264, -0.2613, -4.9404], [-0.5255, -3.1491, -5.9516], [1.6445, 1.3518, -1.3535], [1.1743, -1.4689, -6.6574], [-0.0539, -5.1087, -0.9223], [-2.0095, -6.6292, -0.6654], [2.1351, 1.7237, 2.0643], [-0.4588, -2.7877, 2.3280], [2.6461, 5.5219, -1.8838], [-2.9822, 2.8352, 0.2383], [-0.6978, 1.0790, -1.6753], [-3.3613, 3.3396, 1.8972], [3.1793, -3.1745, 1.0916], [-0.0645, 4.3588, 1.2591], [4.6907, -1.7034, 1.4104], [-3.1486, 0.7229, 2.7554], [2.1731, -0.7266, -2.5354], [2.6839, -5.7142, -1.1692], [-1.2871, 2.8421, 4.1784], [4.7068, -6.4854, -0.3996], [1.5252, -8.4909, 1.4129], [-2.4788, -0.1323, 1.3450], [-0.9621, -3.5451, -3.5380], [0.2901, -7.3380, 1.9013], [0.0813, 3.5478, 3.2905], [1.1563, 6.1059, 0.0401], [-1.5171, -3.1771, 4.5363]]
}

[4]
{
  "formula": "C42H46Cl3N4OSn",
  "method": "the ωB97M-V functional and the def2-TZVPD basis",
  "orbital_gap_ev": 5.762,
  "charge": 1,
  "elements": ["Sn", "Cl", "Cl", "Cl", "O", "N", "N", "N", "N", "C", "C", "C", "C", "C", "C", "C", "C", "C", "C", "C", "C", "C", "C", "C", "C", "C", "C", "C", "C", "C", "C", "C", "C", "C", "C", "C", "C", "C", "C", "C", "C", "C", "C", "C", "C", "C", "C", "C", "C", "C", "C", "H", "H", "H", "H", "H", "H", "H", "H", "H", "H", "H", "H", "H", "H", "H", "H", "H", "H", "H", "H", "H", "H", "H", "H", "H", "H", "H", "H", "H", "H", "H", "H", "H", "H", "H", "H", "H", "H", "H", "H", "H", "H", "H", "H", "H", "H"],
  "positions_angstrom": [[0.0428, -0.3108, -0.3091], [-2.4717, -6.9421, 0.5523], [2.1031, -4.2028, -0.1528], [-2.5754, -1.9699, -1.5417], [0.3389, -2.1004, -1.3011], [2.0720, -0.2603, 0.3592], [-0.3325, -1.1899, 1.5974], [0.5603, 1.5216, -1.2554], [-1.8119, 0.7027, 0.0791], [-4.0868, 0.7913, 0.4242], [-3.7934, 1.6959, -0.5521], [-0.3040, -3.2009, -0.8452], [-5.4302, 0.4669, 1.0012], [2.8288, 3.2492, -3.6847], [5.7159, -0.0262, -0.5014], [-2.5886, -3.0407, 3.9568], [-2.8548, 0.1563, 0.7976], [6.1055, -1.1274, -1.5008], [-0.3342, 2.3093, -1.9561], [-1.4590, -2.4545, 3.1602], [4.9824, -2.1130, 1.7996], [4.3608, -0.2964, 0.0845], [2.9845, 1.2297, -1.3394], [0.3776, -4.2758, -0.2526], [-0.1399, -2.7881, 3.2443], [0.5102, -3.7524, 4.1866], [2.6230, -1.2033, 1.1922], [0.3693, 3.0751, -2.9443], [-0.0689, 5.5123, -3.3866], [1.2684, -3.0528, 5.3239], [-2.7345, -0.8383, 1.7353], [-0.2368, 4.0704, -3.8846], [4.0524, -1.2189, 1.0388], [-1.5761, -1.4634, 2.1228], [-2.3756, 1.6278, -0.7780], [-4.7704, 2.5338, -1.3238], [0.5582, -2.0001, 2.2630], [-2.3732, -4.4625, -0.4988], [1.9154, -2.0146, 2.0496], [-5.4865, 1.6938, -2.3925], [3.1196, 0.2823, -0.3554], [-2.9757, -4.4292, 3.4254], [-1.6524, -5.5041, 0.0453], [5.1815, -1.6564, 3.2531], [1.6903, 2.7431, -2.8478], [1.8100, 1.7733, -1.7978], [-5.6146, 1.0018, 2.4286], [-1.6985, -3.3356, -0.9324], [-0.2805, -5.4146, 0.1824], [3.3395, 2.1820, -4.6668], [-1.6820, 2.3662, -1.7026], [-3.2595, -4.3656, 2.3735], [-2.1382, -5.1237, 3.5031], [5.8822, -2.3215, 3.7602], [6.4512, 0.0187, 0.3043], [7.0621, -0.9011, -1.9739], [0.9859, 5.7815, -3.3108], [0.5911, -2.4362, 5.9174], [2.5395, 1.8736, -5.3425], [5.7312, 0.9408, -1.0060], [-1.2974, 3.8596, -4.0259], [4.2422, -1.6625, 3.8098], [1.1962, -4.3945, 3.6272], [-6.2033, 0.9022, 0.3696], [-4.8882, 0.5729, 3.1204], [2.4882, -2.7241, 2.6327], [3.8960, 1.5885, -1.8018], [2.5001, 4.1220, -4.2490], [2.0659, -2.4111, 4.9435], [-5.5753, -0.6160, 0.9908], [1.7166, -3.7996, 5.9808], [5.9517, -2.1271, 1.3029], [-0.5244, 5.6417, -2.4019], [-2.2526, 3.0720, -2.2913], [-3.4520, -4.5214, -0.5794], [-4.7578, 1.2260, -3.0590], [-2.2825, -3.1147, 5.0021], [-4.2614, 3.3694, -1.8046], [-5.5006, 2.0865, 2.4484], [-3.8164, -4.8391, 3.9879], [-6.6134, 0.7573, 2.7898], [-0.5518, 6.2068, -4.0768], [-6.0762, 0.8985, -1.9352], [-0.2554, -4.3934, 4.6233], [-3.4587, -2.3842, 3.9220], [3.6451, 3.5743, -3.0335], [-3.6469, -1.1586, 2.2220], [-6.1536, 2.3160, -2.9912], [3.6936, 1.2928, -4.1416], [0.2425, 3.9669, -4.8592], [5.3459, -1.2212, -2.2803], [4.5910, -3.1333, 1.7842], [-5.4999, 2.9578, -0.6316], [6.1887, -2.0934, -1.0015], [5.5856, -0.6430, 3.2842], [0.2793, -6.2306, 0.6218], [4.1645, 2.5761, -5.2616]]
}

[5]
{
  "formula": "C4H13O4",
  "method": "the ωB97M-V functional and the def2-TZVPD basis",
  "relative_energy_kcal_mol": 12.4,
  "orbital_gap_ev": 8.229,
  "charge": -1,
  "elements": ["O", "O", "O", "O", "C", "C", "C", "C", "H", "H", "H", "H", "H", "H", "H", "H", "H", "H", "H", "H", "H"],
  "positions_angstrom": [[0.9449, 1.8358, -0.3270], [-2.1264, -1.1779, 1.6209], [0.4820, -0.3389, 0.9209], [0.2907, -0.2397, 3.6048], [-0.1125, 0.5587, -2.1144], [1.0359, -0.8187, -0.2387], [-0.2493, 1.7139, -1.1462], [0.0320, -0.8146, -1.4158], [-0.3052, 2.7017, -1.6208], [1.4052, -1.8706, -0.1068], [-2.1371, -0.7653, 2.4874], [-0.9509, 0.5447, -2.8104], [-1.0922, 1.5671, -0.4604], [-1.3294, -0.7087, 1.2299], [-0.8954, -1.1965, -0.9657], [0.7597, 1.1669, 0.3959], [0.2678, -1.5411, -2.1883], [1.9602, -0.3023, -0.5271], [0.4067, 0.0321, 2.6611], [0.8031, -1.0281, 3.6970], [0.8101, 0.6816, -2.6963]]
}

[6]
{
  "formula": "C3H4Cl2Si",
  "method": "the ωB97M-V functional and the def2-TZVPD basis",
  "relative_energy_kcal_mol": 129.4,
  "orbital_gap_ev": [8.470, 6.127],
  "charge": 0,
  "elements": ["Cl", "Cl", "Si", "C", "C", "C", "H", "H", "H", "H"],
  "positions_angstrom": [[3.1025, 1.8412, -0.1890], [4.6355, -1.1164, 0.0551], [3.1499, 0.0528, 0.5754], [-1.1854, -2.0222, 0.6620], [-0.5777, -0.7759, 0.0179], [-2.0539, -1.3962, -0.0850], [2.7822, 0.1671, 1.9756], [-0.2103, -0.0683, 0.7207], [-0.1062, -0.6042, -0.9230], [-3.0653, -0.9607, -0.3106]]
}

[7]
{
  "formula": "C3ORu",
  "method": "the ωB97M-V functional and the def2-TZVPD basis",
  "s_squared": 12.02,
  "orbital_gap_ev": [7.076, 7.329],
  "spin_multiplicity": 7,
  "charge": 2,
  "elements": ["Ru", "O", "C", "C", "C"],
  "positions_angstrom": [[-2.4556, -0.8205, 0.3473], [1.5792, 0.4346, -0.3847], [0.4825, -0.3234, -0.6975], [-0.5897, -0.2165, 0.0343], [0.9836, 0.9258, 0.7006]]
}

Number 1: E_tot -29385.4331 eV. Number 2: E_tot -19304.2896 eV. Number 3: E_tot -77878.2833 eV. Number 4: E_tot -95705.5510 eV. Number 5: E_tot -12549.6965 eV. Number 6: E_tot -36093.5080 eV. Number 7: E_tot -7705.6394 eV.